41
Properties=species:S:1:pos:R:3:nbo_charge:R:1 method="wB97M-V/def2-TZVPD" max_force_ha_per_bohr=0.0167 smiles="O=C(CSc1n[nH]c(=O)n1Cc1ccco1)c1ccc2c(c1)OCCO2" total_energy_ha=-1595.45549 relative_energy_kj_mol=13.8 total_charge=0 mol_weight_g_mol=373.39 lumo_energy_ev=0.30
C -2.422 2.883 -0.440 0.74
C 5.462 -1.437 -2.418 -0.10
H 6.350 -2.321 -0.639 0.21
O -0.272 -0.809 1.228 -0.55
H -0.182 -0.964 -2.650 0.23
C 3.139 -1.491 -2.338 0.23
H -1.635 0.707 2.523 0.26
C 2.063 -1.575 -0.188 -0.20
H 1.875 -1.108 -3.999 0.23
H -4.818 1.208 1.151 0.22
H 5.627 -0.405 -2.080 0.18
H -1.436 1.404 5.114 0.23
C -3.420 1.975 2.593 0.31
C -2.546 0.673 -0.257 0.21
O 4.247 -1.516 -3.134 -0.48
C 1.903 -1.254 -2.931 -0.25
O -2.618 4.064 -0.311 -0.63
N -1.530 2.237 -1.247 -0.44
N -1.606 0.876 -1.127 -0.34
H -0.827 2.652 -1.833 0.42
C -2.197 1.713 4.427 -0.31
C 5.419 -2.364 -1.204 -0.10
N -3.100 1.836 0.191 -0.43
C -1.654 -1.811 -0.432 -0.62
H -1.763 -2.839 -0.083 0.26
C 0.755 -1.197 -2.172 -0.17
C -4.067 2.002 1.241 -0.27
H -1.718 -1.782 -1.516 0.24
C 0.825 -1.348 -0.786 -0.19
C -2.304 1.347 3.062 -0.33
H 2.132 -1.691 0.882 0.24
S -3.059 -0.896 0.270 0.30
O -3.998 2.699 3.575 -0.41
H 6.250 -1.728 -3.113 0.20
C -3.252 2.530 4.681 0.08
H -3.573 3.038 5.569 0.20
H -4.548 2.975 1.097 0.26
C 3.214 -1.678 -0.950 0.27
C -0.347 -1.249 0.106 0.60
O 4.395 -1.961 -0.321 -0.49
H 5.238 -3.394 -1.541 0.18

41
Properties=species:S:1:pos:R:3:lowdin_spin:R:1 method="wB97M-V/def2-TZVPD" max_force_ha_per_bohr=0.0104 s_squared=0.79 total_energy_ha=-10745.17808 relative_energy_kj_mol=0.0 multiplicity=2 total_charge=+1 mol_weight_g_mol=885.14 lumo_energy_ev="-4.97 / -4.92"
Re 0.491 0.013 -0.039 0.73
H 2.124 1.228 -3.414 0.01
H 1.344 0.883 5.142 0.00
C -1.533 -0.427 -4.578 0.00
Se 5.570 1.139 1.574 -0.01
C -1.239 0.279 2.449 0.00
H 0.446 -0.224 -5.359 0.00
C -3.585 0.116 1.507 0.00
C 2.425 0.828 2.806 0.01
H 2.338 -0.362 -4.130 0.00
H 3.008 0.460 3.648 0.00
H -2.010 -0.587 -5.534 0.00
C -1.662 0.329 3.756 0.00
N 0.075 0.400 2.080 0.01
C -2.274 -0.414 -3.404 0.00
C -1.635 -0.208 -2.205 0.00
C -0.181 -0.229 -4.480 0.00
N -0.280 -0.045 -2.095 0.01
H -5.452 0.005 0.467 0.00
H -3.342 -0.560 -3.432 0.00
H -2.706 0.203 3.993 0.00
N -1.655 -0.013 0.146 0.00
Se 1.857 1.872 -0.358 0.36
C -2.402 -0.132 -0.954 0.00
H -4.399 -0.201 -1.755 0.00
Sb 4.363 0.808 -0.410 0.00
C -3.787 -0.132 -0.871 0.00
H -4.041 0.242 2.475 0.00
C 1.909 0.165 -3.281 0.01
H 2.421 -0.159 -2.390 0.00
H 2.784 0.344 1.911 0.00
C -2.206 0.109 1.356 0.00
H -1.039 0.589 5.801 0.00
C -0.734 0.546 4.765 0.00
Se 2.370 -1.258 -0.063 -0.14
H 2.634 1.897 2.707 0.01
Se 5.306 0.719 -2.557 -0.01
C 0.578 0.706 4.402 0.00
C 0.977 0.626 3.060 0.01
C -4.374 -0.009 0.377 0.00
C 0.441 -0.047 -3.238 0.01

38
Properties=species:S:1:pos:R:3:nbo_charge:R:1 method="wB97M-V/def2-TZVPD" max_force_ha_per_bohr=0.0072 total_energy_ha=-1164.33487 relative_energy_kj_mol=22.0 total_charge=+3 mol_weight_g_mol=410.04 lumo_energy_ev=-11.83
Sn -0.212 -0.031 -0.015 2.37
H -0.740 -1.043 -4.887 0.28
H 2.603 4.493 2.554 0.29
C 1.021 3.896 1.225 -0.20
C 2.097 3.663 2.076 -0.03
H 0.669 4.898 1.020 0.29
N -0.779 -1.321 1.585 -0.61
C -2.531 -2.863 2.081 -0.15
H -3.386 -3.426 1.728 0.30
N 0.805 1.552 0.868 -0.65
C 2.523 2.356 2.304 -0.19
H 3.367 2.142 2.947 0.29
H 3.106 0.697 -4.027 0.28
N -1.728 -0.878 -0.918 -0.82
C 2.119 0.380 -3.720 -0.21
H -2.581 -3.585 4.108 0.28
C 1.721 0.549 -2.420 0.06
H -0.444 2.966 -0.042 0.24
C -1.875 -2.039 1.201 0.12
H 0.517 -0.795 3.130 0.23
C 0.394 2.827 0.631 0.06
O -3.123 -2.683 -0.721 -0.43
H -0.607 -2.220 4.803 0.29
H -2.452 0.096 -2.627 0.27
C -0.032 -0.599 -4.199 -0.20
C 1.861 1.321 1.694 0.04
H 2.175 0.292 1.826 0.23
H 1.533 -0.375 -5.649 0.28
H -2.182 -1.635 -2.817 0.29
C -0.977 -2.190 3.788 -0.20
N 0.488 0.154 -2.009 -0.64
C -2.351 -1.920 -0.232 0.64
C 1.234 -0.214 -4.621 -0.03
C -0.344 -1.391 2.861 0.08
C -2.077 -2.943 3.396 -0.04
H 2.364 1.005 -1.678 0.23
C -0.394 -0.405 -2.882 0.25
C -1.783 -0.728 -2.361 -0.28

39
Properties=species:S:1:pos:R:3:lowdin_spin:R:1 method="wB97M-V/def2-TZVPD" max_force_ha_per_bohr=0.0030 s_squared=2.01 total_energy_ha=-1215.66079 relative_energy_kj_mol=0.0 multiplicity=3 total_charge=-2 mol_weight_g_mol=419.73 lumo_energy_ev="4.74 / 4.74"
H -1.501 -4.887 0.372 0.00
H 2.233 2.141 0.356 0.07
H -0.424 -6.870 0.000 0.00
C -0.325 -3.125 0.408 0.01
N 0.877 -2.551 0.307 0.02
H -0.153 4.644 1.536 0.00
C -1.696 1.832 -0.687 0.02
H -0.121 1.997 2.944 0.00
C 0.168 2.568 0.895 0.11
H 0.585 4.255 -1.243 0.00
C -0.950 3.687 -2.603 0.00
O 3.365 -1.405 0.135 0.05
C 0.615 -5.284 0.040 0.00
C 1.308 1.601 0.599 0.66
C 1.951 -3.317 0.075 0.01
C 1.860 -4.694 -0.064 0.00
C -1.573 -2.249 0.681 0.01
H 1.221 3.811 2.296 0.00
O 4.288 -3.421 -0.268 0.00
H -1.028 0.991 1.827 0.01
C -0.628 2.689 -0.406 0.03
C -2.021 2.841 -2.859 0.02
C 0.673 3.944 1.359 0.02
C -0.265 3.604 -1.400 0.02
O -1.367 -1.026 0.822 0.05
H 2.764 -5.255 -0.251 0.00
H -2.555 2.895 -3.801 0.00
C 3.342 -2.640 -0.033 0.01
C -0.713 2.014 2.026 0.03
H -3.187 1.211 -2.084 0.00
H -1.599 2.642 2.188 0.00
H -1.962 1.049 0.011 0.00
C -0.495 -4.494 0.280 0.00
O 0.508 -6.650 -0.097 0.00
H -0.636 4.408 -3.350 0.00
C -2.378 1.909 -1.894 0.00
H 1.364 4.398 0.647 0.00
Pd 1.106 -0.390 0.499 0.84
O -2.652 -2.873 0.738 0.00

43
Properties=species:S:1:pos:R:3:nbo_charge:R:1 method="wB97M-V/def2-TZVPD" max_force_ha_per_bohr=0.0838 smiles="Cc1nc2c(OCc3c(Cl)ccc(N(C)S(C)(=O)=O)c3Cl)cccn2c1Br" total_energy_ha=-4939.86753 relative_energy_kj_mol=0.0 total_charge=0 mol_weight_g_mol=493.21 lumo_energy_ev=0.42
Cl -1.605 0.431 1.135 0.06
O -3.645 -2.181 -2.685 -0.89
H 2.506 -2.405 2.317 0.24
C -1.178 0.960 -2.067 -0.42
N 2.614 1.313 1.199 -0.36
H -1.492 1.281 -3.126 0.22
H 1.717 5.041 0.845 0.22
C -1.256 -1.261 -1.005 0.20
C -0.595 -1.768 2.697 -0.07
C 2.580 2.675 0.908 -0.01
H -0.436 -2.661 3.226 0.20
C -4.122 0.441 -3.341 -0.84
C 1.564 0.991 2.045 0.32
H 4.500 0.783 0.230 0.23
H 1.586 5.002 2.581 0.23
N 0.866 2.129 2.309 -0.46
C 2.430 -1.340 2.027 -0.27
H -5.071 0.312 -2.859 0.25
H -1.498 1.704 -1.387 0.22
H -1.520 -1.436 3.068 0.21
H 0.127 4.918 1.550 0.23
Br 4.005 3.568 0.070 0.09
H -4.385 0.646 -4.403 0.26
O -2.291 -0.954 -4.450 -0.93
C 3.704 0.482 0.829 -0.01
H -3.612 1.332 -2.933 0.24
H -0.070 0.872 -2.187 0.22
C -0.608 -2.055 1.180 -0.13
C -0.730 -2.388 -1.606 -0.20
C 1.468 3.147 1.527 0.11
C 1.443 -0.485 2.423 0.29
C -1.140 -1.068 0.402 -0.03
S -2.939 -0.953 -3.094 2.20
O 0.369 -0.838 3.191 -0.50
H -0.844 -2.492 -2.617 0.23
C -0.208 -3.188 0.570 0.01
N -1.877 -0.334 -1.870 -0.69
H 0.292 -4.406 -1.055 0.25
Cl 0.286 -4.658 1.428 -0.03
H 4.426 -1.526 0.864 0.23
C -0.157 -3.402 -0.764 -0.22
C 1.163 4.617 1.655 -0.63
C 3.631 -0.842 1.175 -0.23

38
Properties=species:S:1:pos:R:3:nbo_charge:R:1 method="wB97M-V/def2-TZVPD" max_force_ha_per_bohr=0.0139 smiles="COc1cc2c(cc1OC)[C@@H](c1ccc(Br)cc1)CC(=O)N2" total_energy_ha=-3511.90883 relative_energy_kj_mol=130.1 total_charge=0 mol_weight_g_mol=362.22 lumo_energy_ev=0.55
C 1.580 -1.633 3.973 -0.24
C -0.166 -2.576 2.609 -0.22
C -1.333 1.539 -1.239 0.27
C 1.922 -0.790 2.933 -0.22
C 0.189 -1.726 1.576 -0.23
H -3.926 1.393 -4.302 0.19
H -4.026 1.611 -2.537 0.18
C 1.234 -0.825 1.724 0.07
C -2.160 3.447 -0.056 -0.25
C 2.910 -0.510 -0.094 -0.49
H 2.119 -1.599 4.908 0.23
C 0.604 0.317 -0.423 -0.07
O -2.356 0.653 -3.324 -0.49
H -0.366 -1.767 0.652 0.23
H -0.980 -3.274 2.488 0.23
N 1.393 -1.626 -1.606 -0.61
O -2.248 2.559 -1.142 -0.52
H -2.938 2.641 -3.501 0.18
C 0.535 -2.523 3.800 -0.08
C 1.680 0.090 0.602 -0.26
Br 0.048 -3.685 5.230 0.05
O 3.270 -2.711 -1.013 -0.59
H -2.283 2.930 0.901 0.18
H -0.614 -1.066 -3.261 0.22
H -2.980 4.150 -0.191 0.20
H 1.970 1.049 1.047 0.22
H -1.212 3.995 -0.057 0.18
C -3.361 1.639 -3.403 -0.24
C -1.436 0.645 -2.323 0.27
C 2.562 -1.734 -0.918 0.69
H 3.332 0.227 -0.784 0.24
C -0.513 -0.392 -2.425 -0.27
H 3.679 -0.786 0.627 0.24
C 0.500 -0.564 -1.496 0.15
H 2.737 -0.093 3.065 0.21
H -0.222 2.016 0.528 0.22
H 1.170 -2.371 -2.253 0.41
C -0.313 1.349 -0.314 -0.27